(1)
Density functional theory data (ωB97M-V/def2-TZVPD) for a cluster of 5 separate species, C46H67FN6OP in total in a non-equilibrium geometry.

Element x y z (Å)
C 1.5212 -1.7112 1.5982
C 0.6181 -1.2212 2.8758
C 0.5790 0.3986 3.1226
C 0.4247 1.3075 1.7671
C -1.1786 1.6266 1.4119
C -1.6850 0.4363 0.4102
N -3.1741 0.2965 0.2488
C -3.7182 0.9799 -0.9826
C -3.2104 2.5214 -1.2120
C -1.9980 2.5696 -2.3505
C -0.9000 3.7608 -2.0917
N 0.5091 3.4402 -2.5502
C 1.7757 4.1738 -2.0674
C 3.1622 3.6355 -2.7775
C 2.6906 2.4419 -3.8063
C 1.0457 2.4449 -3.5558
C -3.6454 -1.1629 0.3507
N -3.5612 -2.1563 -0.7826
F -4.5101 -1.9887 -1.7254
C -2.1862 -2.4001 -1.3145
C -2.1695 -3.3991 -2.6559
C -2.4582 -2.5888 -4.0627
N -1.9208 -1.2241 -4.4327
O -3.2984 -3.1881 -4.9508
N -4.2514 -1.6702 1.5109
P -4.7834 -3.4099 1.5574
N -4.6240 -4.0590 3.0679
C -4.5300 -0.7991 2.7549
C -3.1925 -0.3951 3.5977
C -5.5708 0.4174 2.4153
C -4.9649 1.9251 2.4144
H 1.7256 -2.8636 1.7103
H 0.8781 -1.4724 0.6251
H 2.5096 -1.0599 1.5469
H -0.4342 -1.7354 2.7833
H 1.1194 -1.6934 3.8491
H -0.3518 0.6032 3.8408
H 1.5303 0.7167 3.7676
H 0.8820 2.3776 2.0338
H 1.0266 0.9274 0.8386
H -1.7178 1.6761 2.4497
H -1.1653 2.7075 0.9285
H -1.0822 0.5373 -0.6082
H -1.2992 -0.5878 0.8877
H -3.4128 0.3304 -1.9180
H -4.9091 0.9715 -0.8980
H -2.9606 3.1168 -0.2360
H -4.1239 3.0994 -1.7188
H -1.4751 1.5247 -2.5113
H -2.5186 2.8211 -3.3952
H -1.2535 4.7025 -2.7261
H -0.9538 4.0954 -0.9670
H 1.8569 5.0552 -1.2926
H 4.2718 3.9964 -2.6576
H 3.3377 1.7810 -4.5309
H 0.4118 1.6959 -4.1966
H -1.4501 -2.7872 -0.4645
H -1.7778 -1.3559 -1.7248
H -1.0989 -3.8648 -2.7301
H -3.0232 -4.2004 -2.4359
H -2.4651 -0.4540 -3.9680
H -0.8939 -1.1341 -4.2693
H -6.1811 -3.4682 1.2185
H -3.9591 -4.2690 0.7188
H -5.5766 -4.3499 3.3782
H -5.1542 -1.5210 3.4759
H -3.0694 -1.2099 4.4635
H -3.2224 0.6360 4.1483
H -2.1828 -0.4364 2.9987
H -6.5229 0.3470 3.1302
H -5.9997 0.2087 1.3233
H -5.1858 2.4788 3.4456
H -3.8413 2.0365 2.1154
H -5.5818 2.5477 1.6038
C -1.6898 -6.5046 0.7351
C -2.2627 -6.4327 2.0045
C -1.8998 -7.3531 2.9874
C -0.9557 -8.3403 2.7034
C -0.3800 -8.4098 1.4350
C -0.7499 -7.4951 0.4494
H -1.9754 -5.7892 -0.0317
H -2.9932 -5.6592 2.2278
H -2.3513 -7.3009 3.9744
H -0.6691 -9.0546 3.4707
H 0.3569 -9.1782 1.2144
H -0.3053 -7.5530 -0.5403
C 4.5684 2.2787 6.4011
C 4.7720 3.6561 6.4779
C 3.6816 4.5252 6.4587
C 2.3856 4.0157 6.3726
C 2.1818 2.6380 6.2996
C 3.2729 1.7694 6.3095
H 5.4187 1.6018 6.4127
H 5.7816 4.0527 6.5519
H 3.8409 5.5988 6.5117
H 1.5354 4.6926 6.3625
H 1.1717 2.2411 6.2342
H 3.1140 0.6964 6.2471
C 6.7206 -0.4396 1.7038
C 5.7590 0.5705 1.6987
C 5.2187 1.0139 0.4919
C 5.6332 0.4398 -0.7102
C 6.5920 -0.5729 -0.7047
C 7.1391 -1.0099 0.5014
H 7.1439 -0.7826 2.6442
H 5.4311 1.0130 2.6360
H 4.4744 1.8056 0.4878
H 5.2087 0.7818 -1.6503
H 6.9137 -1.0213 -1.6415
H 7.8901 -1.7950 0.5048
C 2.2568 2.5685 -7.6470
C 2.7942 3.8520 -7.5536
C 3.4186 4.4296 -8.6587
C 3.4969 3.7267 -9.8614
C 2.9562 2.4447 -9.9558
C 2.3400 1.8635 -8.8479
H 1.7733 2.1174 -6.7845
H 2.7270 4.4023 -6.6184
H 3.8431 5.4270 -8.5837
H 3.9791 4.1786 -10.7242
H 3.0159 1.8978 -10.8936
H 1.9237 0.8625 -8.9203

Atoms 1-6, force components in eV/Å:
C -0.703 0.858 0.236
C 1.005 -0.707 0.646
C -0.365 -0.415 0.355
C -0.179 1.498 0.888
C 1.628 0.012 -0.001
C 2.047 -0.656 1.133

Computed properties:
Total charge   +1
Total energy   -2637.0221 a.u.
E_HOMO   -9.76 eV
F_max   9.02 eV Å⁻¹
LUMO   -5.284 eV
Gap between HOMO and LUMO   4.472 eV

***

(2)
Density functional theory data (ωB97M-V/def2-TZVPD) for a structure of composition C12H16BIrN10 in a non-equilibrium geometry.

Element x y z (Å)
Ir -0.1570 -0.0829 0.1830
C 3.5571 -0.0658 -1.6612
C 2.7414 -0.0788 -0.5426
N 1.4626 -0.0962 -0.9302
N 1.4155 -0.0708 -2.2900
C 2.6898 -0.0616 -2.7301
B -0.0035 -0.0423 -2.9374
N -0.7362 -1.3000 -2.4305
C -1.3217 -2.3586 -3.0175
C -1.8323 -3.1871 -2.0379
C -1.5155 -2.5680 -0.8384
N -0.8525 -1.4305 -1.0912
N -0.7245 1.2054 -2.3766
C -1.2841 2.2873 -2.9526
C -1.7813 3.1185 -1.9729
C -1.4835 2.4833 -0.7780
N -0.8622 1.3233 -1.0334
N -0.0781 -0.0135 -4.4900
C 0.7636 0.0057 -5.4800
C 0.0041 0.0150 -6.7114
C -1.3565 -0.0047 -6.2742
N -1.4329 0.0233 -4.9811
H 4.6334 -0.0534 -1.6881
H 3.0179 -0.0747 0.4996
H 2.9437 -0.0394 -3.7734
H -1.3533 -2.4743 -4.0877
H -2.3627 -4.1143 -2.1717
H -1.7334 -2.8862 0.1684
H -1.3054 2.4157 -4.0214
H -2.2854 4.0604 -2.1043
H -1.6880 2.7997 0.2328
H 1.8367 -0.0001 -5.3868
H 0.3899 0.1232 -7.7157
H -2.2502 0.0204 -6.8822
N 0.3702 -1.1269 1.9674
N 0.2376 0.2429 2.3209
H -0.2626 -1.7438 2.4753
H 1.3331 -1.4476 2.0469
H 1.0676 0.6809 2.7186
H -0.5415 0.5144 2.9213

Atoms 1-6, force components in eV/Å:
Ir -1.050 -0.894 0.369
C 0.058 0.022 0.047
C -0.014 -0.074 -0.087
N 0.422 0.081 0.270
N 0.033 -0.081 0.002
C -0.019 0.072 -0.028

Computed properties:
Total charge   +3
Spin multiplicity   2
Total energy   -1142.5917 a.u.
E_HOMO (alpha / beta)   -18.74 / -18.74 eV
F_max   1.66 eV Å⁻¹
LUMO (alpha / beta)   -11.107 / -12.928 eV
Gap between HOMO and LUMO (alpha / beta)   7.637 / 5.814 eV

***

(3)
Density functional theory data (ωB97M-V/def2-TZVPD) for a cluster of 7 separate species, C57H122N6O7 in total in a non-equilibrium geometry.

Element x y z (Å)
C -2.1590 7.8138 2.3537
C -1.4203 6.7045 1.5541
C -1.7457 5.2926 2.1388
C -3.2440 4.9145 1.8830
C -3.4392 4.7889 0.3457
C -3.0481 6.0837 -0.4138
N -1.8013 6.6194 0.1263
O -1.5643 7.8797 -0.5001
C -2.8736 5.7089 -1.8637
C -4.2840 7.0583 -0.3233
C 0.1099 6.9532 1.6864
H -3.2437 7.7097 2.3782
H -1.9017 8.8257 2.0406
H -1.7838 7.8812 3.3748
H -1.0767 4.4823 1.8489
H -1.6577 5.3357 3.2244
H -3.9448 5.6783 2.2199
H -3.5934 4.0296 2.4150
H -4.4136 4.4158 0.0305
H -2.8588 3.8984 0.1043
H -3.5762 4.9617 -2.2326
H -2.9913 6.4566 -2.6481
H -1.8477 5.4018 -2.0667
H -5.1750 6.7718 -0.8821
H -4.6090 7.3906 0.6626
H -3.9705 7.9849 -0.8043
H 0.4809 7.0476 2.7070
H 0.3850 7.8845 1.1915
H 0.6401 6.1429 1.1858
H -0.7814 7.7106 -1.0293
C 5.0774 1.6934 8.7436
C 4.6166 1.7642 7.2709
C 3.0386 1.8121 7.2451
C 2.5081 3.2551 7.3483
C 3.1489 4.1958 6.3249
C 4.7113 4.1919 6.2911
N 5.1737 2.7796 6.3706
O 6.6052 2.7681 6.3977
C 5.0900 4.6732 4.8899
C 5.2353 5.0726 7.4306
C 4.9696 0.3378 6.7409
H 4.7264 0.8264 9.3032
H 4.8794 2.5983 9.3181
H 6.1442 1.4699 8.7315
H 2.6691 1.3947 6.3084
H 2.6325 1.2692 8.0986
H 2.5477 3.6938 8.3453
H 1.4289 3.2694 7.1962
H 2.9174 5.2080 6.6565
H 2.7281 3.9670 5.3458
H 4.5269 4.1532 4.1149
H 4.9499 5.7449 4.7488
H 6.1664 4.5559 4.7645
H 6.2534 4.8109 7.7188
H 5.3364 6.1299 7.1856
H 4.7070 4.8665 8.3614
H 4.4848 -0.4915 7.2561
H 6.0403 0.1454 6.8096
H 4.5553 0.2212 5.7395
H 6.9396 2.2198 5.6841
C -0.0623 -6.8204 -2.0945
C 1.3636 -6.9754 -2.6864
C 1.2406 -7.5736 -4.1767
C 2.4156 -7.2938 -5.0616
C 2.7096 -5.7836 -5.1520
C 3.0525 -5.1854 -3.7757
N 1.9912 -5.6012 -2.8113
O 2.0406 -4.9564 -1.5721
C 4.4168 -5.6802 -3.2789
C 3.0652 -3.6612 -3.9903
C 2.1183 -7.8835 -1.8565
H -0.4885 -6.2372 -2.9108
H -0.1556 -6.3303 -1.1254
H -0.6570 -7.7338 -2.0803
H 0.8761 -8.5988 -4.2417
H 0.4394 -7.0170 -4.6629
H 2.0966 -7.7250 -6.0105
H 3.3286 -7.8519 -4.8541
H 1.9417 -5.2760 -5.7357
H 3.5561 -5.6919 -5.8326
H 4.1912 -6.5502 -2.6622
H 5.1500 -5.9747 -4.0298
H 4.9080 -5.1044 -2.4945
H 2.0653 -3.2332 -4.0623
H 3.5064 -3.0577 -3.1970
H 3.4948 -3.3872 -4.9539
H 1.5396 -8.7949 -1.7068
H 2.2669 -7.4596 -0.8633
H 3.0982 -8.1708 -2.2376
H 1.3191 -4.3242 -1.5349
C 9.5705 2.8328 0.7544
C 8.8986 2.7357 -0.6435
C 9.5980 1.4836 -1.3408
C 8.9822 0.0768 -1.0035
C 7.4745 0.1928 -1.1945
C 6.7394 1.2440 -0.3148
N 7.4731 2.5263 -0.5460
O 6.9048 3.6344 0.0821
C 5.3307 1.4100 -0.9259
C 6.5858 0.8006 1.1827
C 9.2775 3.9519 -1.5661
H 10.6552 2.7557 0.6807
H 9.2171 2.0423 1.4164
H 9.2898 3.7565 1.2604
H 9.5664 1.6023 -2.4239
H 10.6395 1.3960 -1.0318
H 9.2341 -0.2349 0.0102
H 9.3838 -0.7093 -1.6429
H 7.1078 -0.8298 -1.1053
H 7.3690 0.4809 -2.2404
H 5.3623 1.6253 -1.9940
H 4.7204 0.5160 -0.7983
H 4.8911 2.2953 -0.4663
H 5.7637 1.3151 1.6802
H 6.4965 -0.2651 1.3932
H 7.3801 1.1348 1.8501
H 8.9232 3.6805 -2.5605
H 10.3610 4.0114 -1.6690
H 8.7686 4.8855 -1.3263
H 7.1877 3.5597 0.9964
C -3.4269 -1.5088 -4.7686
C -4.0684 -1.8479 -6.0977
C -4.9075 -3.1979 -6.1010
C -6.3302 -3.0828 -5.5298
C -7.0587 -1.8904 -6.1853
C -6.2226 -0.5659 -6.1682
N -4.8699 -0.7968 -6.7224
O -4.1658 0.2964 -7.0777
C -7.0806 0.3472 -6.9799
C -6.2019 -0.0279 -4.6709
C -2.8487 -2.2498 -7.0191
H -4.0696 -1.7441 -3.9203
H -3.2640 -0.4323 -4.7173
H -2.4362 -1.9306 -4.5994
H -4.9683 -3.7444 -7.0421
H -4.4089 -3.9506 -5.4903
H -6.2899 -2.9910 -4.4444
H -6.7915 -4.0163 -5.8522
H -7.9642 -1.7028 -5.6082
H -7.1881 -2.1750 -7.2295
H -8.1004 0.4490 -6.6089
H -6.6328 1.3401 -7.0221
H -6.9894 0.0857 -8.0341
H -5.5371 0.8339 -4.6121
H -7.1513 0.2974 -4.2454
H -5.7509 -0.7512 -3.9915
H -2.0901 -1.4943 -7.2234
H -3.2494 -2.5518 -7.9868
H -2.3791 -3.1487 -6.6195
H -4.6285 0.5481 -7.8803
C -4.9837 -4.0631 2.9220
C -6.1489 -4.3050 2.0110
C -7.4269 -4.9001 2.7441
C -8.0894 -3.7369 3.5203
C -8.6165 -2.6392 2.5381
C -7.4412 -2.0017 1.6590
N -6.4992 -3.0991 1.2529
O -5.5392 -2.5844 0.4058
C -8.0535 -1.3539 0.4371
C -6.6516 -0.9956 2.5277
C -5.6696 -5.4389 1.0783
H -4.8506 -4.9022 3.6049
H -5.1279 -3.2074 3.5816
H -4.0687 -3.8667 2.3632
H -8.1143 -5.4813 2.1295
H -7.0883 -5.6095 3.4993
H -7.4893 -3.2904 4.3132
H -8.9302 -4.1948 4.0414
H -8.8445 -1.8156 3.2148
H -9.5031 -2.8758 1.9499
H -8.4069 -2.1026 -0.2719
H -8.9482 -0.7611 0.6274
H -7.3647 -0.6777 -0.0693
H -7.2788 -0.1282 2.7337
H -6.3124 -1.3621 3.4965
H -5.7377 -0.6873 2.0198
H -5.1193 -5.0640 0.2153
H -6.5927 -5.8617 0.6819
H -5.0452 -6.1965 1.5519
H -5.8885 -3.0230 -0.3735
C -0.0147 -1.0972 1.7989
C -0.8979 -0.8493 0.6385
C -0.4469 0.2446 -0.3201
O -1.0125 -2.0883 -0.0970
H -0.2848 -0.4220 2.6109
H 1.0253 -0.9728 1.4972
H -0.2237 -2.1302 2.0771
H -1.8223 -0.4485 1.0544
H 0.3741 -0.0666 -0.9661
H -0.0273 1.0396 0.2963
H -1.2691 0.6526 -0.9079
H -1.8979 -2.4290 0.0502

Atoms 1-6, force components in eV/Å:
C 0.386 0.208 0.166
C -0.347 -0.590 0.641
C -1.752 0.446 0.954
C -0.038 0.551 -1.263
C 0.653 -0.859 1.032
C -2.166 -0.468 1.002

Computed properties:
Structure (SMILES)   CC1(C)CCCC(C)(C)N1O.CC1(C)CCCC(C)(C)N1O.CC1(C)CCCC(C)(C)N1O.CC1(C)CCCC(C)(C)N1O.CC1(C)CCCC(C)(C)N1O.CC1(C)CCCC(C)(C)N1O.CC(C)O
Total energy   -3099.7822 a.u.
E_HOMO   -7.88 eV
F_max   4.33 eV Å⁻¹
LUMO   0.227 eV
Energy above the lowest of the compared OMol25 structures with the same formula, charge and spin   136.5 kcal per mole
Gap between HOMO and LUMO   8.110 eV

***

(4)
Density functional theory data (ωB97M-V/def2-TZVPD) for a cluster of 2 separate species, C3H4Cl2Si in total in a non-equilibrium geometry.

Element x y z (Å)
C 0.0443 0.8584 -0.5093
C -0.5094 -0.1875 -0.0089
C 0.9008 0.0050 0.5076
Si 0.5325 3.4627 2.2229
Cl -1.4089 3.9516 1.9975
Cl 1.3931 3.4637 0.3834
H -0.0008 1.7416 -1.0035
H 1.6281 -0.7043 -0.0372
H 1.1171 0.4888 1.4760
H 1.0062 2.1034 2.7757

Atoms 1-6, force components in eV/Å:
C -1.341 -2.890 1.350
C 0.777 0.911 0.211
C 0.576 -1.235 -1.488
Si 1.232 -0.413 0.693
Cl -0.649 -0.242 0.063
Cl 0.412 0.382 -0.416

Computed properties:
Spin multiplicity   3
Total energy   -1326.4209 a.u.
E_HOMO (alpha / beta)   -8.40 / -9.68 eV
F_max   3.46 eV Å⁻¹
LUMO (alpha / beta)   0.733 / -1.433 eV
Energy above the lowest of the compared OMol25 structures with the same formula, charge and spin   19.9 kcal per mole
Gap between HOMO and LUMO (alpha / beta)   9.129 / 8.247 eV

***

(5)
Density functional theory data (ωB97M-V/def2-TZVPD) for the ion C4H11INO with charge +1 in a non-equilibrium geometry.

Element x y z (Å)
C -0.9513 1.3066 -0.1604
C 1.3628 0.6921 0.7536
C -0.1750 -1.2047 -0.1761
C -0.0676 0.2146 0.5182
N 0.5361 -1.1227 -1.4598
O -0.5001 0.1283 1.8249
I -2.4840 -0.2089 2.2205
H -2.0444 1.1555 0.0287
H -0.9403 1.4807 -1.2976
H -0.7017 2.2501 0.1228
H 1.6468 0.2668 1.6516
H 1.9570 0.3718 -0.0431
H 1.3105 1.8668 0.8705
H -1.3226 -1.5602 -0.2074
H 0.3086 -1.9971 0.5628
H 0.0082 -0.4599 -2.0449
H 0.4930 -2.1051 -1.8559
H 1.5641 -1.0747 -1.3085

Atoms 1-6, force components in eV/Å:
C -1.449 -2.385 -3.130
C -2.114 3.104 -0.780
C -1.385 -0.705 3.906
C -1.330 0.716 -0.967
N -0.238 -3.565 -0.402
O -1.668 -0.744 1.690

Computed properties:
Total charge   +1
Structure (SMILES)   CC(C)(C[NH3+])OI
Total energy   -586.3525 a.u.
E_HOMO   -12.88 eV
F_max   4.20 eV Å⁻¹
LUMO   -4.146 eV
Energy above the lowest of the compared OMol25 structures with the same formula, charge and spin   58.5 kcal per mole
Gap between HOMO and LUMO   8.731 eV

***

(6)
Density functional theory data (ωB97M-V/def2-TZVPD) for the ion C2H4NO2 with charge +1 in a non-equilibrium geometry.

Element x y z (Å)
C -0.3881 0.5205 0.4259
C -0.8695 -0.5104 -0.4578
N 1.5005 -0.7339 -0.2103
O 2.3525 0.6900 -0.0032
O 0.3406 -0.6915 0.2755
H -0.1119 1.5045 0.0973
H -0.5858 0.7018 1.4140
H -1.6591 -1.2062 -0.1374
H -0.5793 -0.2748 -1.4041

Atoms 1-6, force components in eV/Å:
C -1.499 2.822 0.198
C -3.552 -0.483 1.174
N 9.791 6.195 -1.518
O -5.607 -7.962 -0.841
O 0.467 0.116 3.350
H 1.356 -0.218 -1.238

Computed properties:
Total charge   +1
Total energy   -283.1499 a.u.
E_HOMO (alpha / beta)   -17.24 / -17.23 eV
F_max   11.69 eV Å⁻¹
LUMO (alpha / beta)   -8.631 / -8.634 eV
Energy above the lowest of the compared OMol25 structures with the same formula, charge and spin   255.0 kcal per mole
Gap between HOMO and LUMO (alpha / beta)   8.613 / 8.593 eV